A structure of composition FHMgNO3S2Sn in a non-equilibrium geometry, computed with the ωB97M-V functional and the def2-TZVPD basis.

## Properties
**Energy**: -1591.6030 Eh
**Relative energy (zero: lowest compared OMol25 entry of this formula, charge and spin)**: 2.0083 eV
**2S+1**: 2
**HOMO energy (alpha / beta)**: -0.2543 / -0.2833 Ha
**Strongest force on any atom**: 7.5 eV/A
**Gap between HOMO and LUMO (alpha / beta)**: 0.2450 / 0.2361 hartree

Positions of all 10 atoms, in Å:
Mg -1.3410 -2.1393 -2.0202
N 0.1770 0.5290 -0.9350
S 0.2301 -0.2081 -2.5332
S -1.0612 0.2884 -0.0393
O -0.5325 0.6017 1.3950
O -1.8127 -0.9628 -0.2830
F -2.2090 1.4036 -0.3177
Sn 1.4233 0.8439 0.6169
O 2.6133 0.2262 1.8065
H 2.5128 -0.5825 2.3100

Löwdin population analysis, charges in e, atoms 1 to 2: atom 1 (Mg): 0.580, atom 2 (N): -0.922